No. 1
# C8H18O5Ti

A structure of composition C8H18O5Ti (wB97M-V/def2-TZVPD, the Open Molecules 2025 dataset).

Atoms and positions in Å:
Ti1 -0.60274 0.10262 0.19394
C1 0.96291 1.79863 2.21174
C2 1.81274 0.54405 1.99115
O1 1.45513 -0.09613 0.73195
C3 2.28361 0.02113 -0.45195
C4 1.69770 -0.95967 -1.44797
O2 0.24539 -0.75348 -1.47970
C5 -0.54557 -1.88493 -1.99008
C6 -1.99982 -1.47212 -1.89877
O3 -2.23577 -0.91248 -0.57552
C7 -2.48311 0.52283 -0.46340
C8 -0.27046 2.11654 0.14808
O4 -0.31186 1.68606 1.52191
H1 1.44872 2.69794 1.83994
H2 0.74424 1.93361 3.26935
H3 1.63160 -0.22184 2.74285
H4 2.87686 0.77870 1.98123
H5 3.31164 -0.24948 -0.20981
H6 2.24704 1.04915 -0.81479
H7 1.87198 -1.99239 -1.14403
H8 2.09314 -0.77780 -2.44668
H9 -0.31371 -2.74580 -1.36012
H10 -0.24462 -2.07769 -3.01955
H11 -2.64300 -2.34439 -2.00266
H12 -2.26489 -0.72387 -2.64407
H13 -3.31757 0.69014 0.21165
H14 -2.61379 0.98216 -1.44080
H15 -1.08307 2.80192 -0.05842
H16 0.70958 2.50793 -0.11356
O5 -1.25582 -0.89706 1.95992
H17 -1.97820 -1.53652 1.88464
H18 -1.22828 -0.58776 2.87352

Properties
Max |F| = 0.0173 hartree/bohr
Net charge = +2
E = -1540.66860 Ha

No. 2
# C17H12FNO3

An isolated molecule of C17H12FNO3 (wB97M-V/def2-TZVPD, the Open Molecules 2025 dataset).

Atoms and positions in Å:
C1 1.83501 4.22252 -0.26517
H1 0.99097 4.89316 -0.40412
H2 2.34844 4.44120 0.67357
H3 2.54795 4.32664 -1.08597
O1 1.29870 2.90885 -0.24013
C2 2.19927 1.91671 -0.09060
O2 3.38524 2.11406 0.00875
C3 1.55334 0.60408 -0.06861
C4 0.21989 0.34591 -0.18411
N1 -0.01660 -1.00894 -0.12837
C5 -1.24663 -1.63326 -0.24694
O3 -1.36009 -2.81969 -0.43904
C6 -2.43367 -0.73348 -0.12868
C7 -3.42454 -0.77284 -1.10466
C8 -4.55982 0.00798 -0.98716
C9 -4.73401 0.82142 0.12120
C10 -3.77540 0.85372 1.11926
C11 -2.63936 0.07831 0.98304
F1 -1.71981 0.10000 1.96862
H4 -3.89488 1.46452 1.99999
H5 -5.62228 1.42663 0.21602
H6 -5.31398 -0.02364 -1.75792
H7 -3.28463 -1.42109 -1.95605
C12 1.21431 -1.65394 0.02044
C13 1.51362 -3.00101 0.13280
C14 2.84459 -3.34202 0.29437
C15 3.84570 -2.37456 0.34445
C16 3.54894 -1.03023 0.23754
C17 2.21826 -0.66759 0.07412
H8 4.31300 -0.27100 0.27917
H9 4.87193 -2.68568 0.47103
H10 3.11232 -4.38419 0.38281
H11 0.74128 -3.75091 0.09166
H12 -0.57707 1.04839 -0.33131

Properties
Max |F| = 0.0160 hartree/bohr
SMILES = COC(=O)c1cn(C(=O)c2ccccc2F)c2ccccc12
E = -1035.39761 Ha

no.,orbital gap (eV)
1,9.265
2,8.610